[1]
Computed, not measured: a molecular structure, C14H10N4PtS3Se3Te, with ωB97M-V with the def2-TZVPD basis set.

XYZ file:
```
36
Properties=species:S:1:pos:R:3:nbo_charge:R:1
Pt -0.12 -0.09 0.12 0.736
S -0.26 -4.36 -1.05 0.420
C -1.82 -3.73 -1.38 -0.370
C -1.94 -2.40 -1.12 -0.303
C -0.74 -1.84 -0.63 -0.135
C 0.26 -2.78 -0.52 -0.352
C 1.53 -2.42 0.03 0.211
C 2.64 -3.25 0.11 -0.235
C 3.81 -2.76 0.67 -0.135
C 3.83 -1.46 1.15 -0.273
C 2.69 -0.69 1.04 0.091
N 1.56 -1.15 0.50 -0.449
H -2.58 -4.39 -1.74 0.238
H -2.85 -1.84 -1.27 0.241
H 2.57 -4.25 -0.28 0.229
H 4.69 -3.38 0.73 0.224
H 4.71 -1.04 1.60 0.230
H 2.67 0.33 1.41 0.216
Se -0.95 -1.61 2.60 -0.004
Se -1.81 -0.11 3.93 -0.153
Te -1.69 3.00 1.76 0.391
Se 0.47 2.04 1.40 -0.208
S 1.56 0.79 -2.03 -0.212
C 0.49 2.02 -2.36 0.241
N -0.02 2.09 -3.65 -0.524
C -0.94 3.01 -3.98 0.126
C -1.34 3.93 -3.06 -0.342
C -0.74 3.86 -1.79 0.152
N 0.13 2.94 -1.46 -0.484
H 0.29 1.38 -4.30 0.441
H -1.33 2.98 -4.99 0.228
H -2.09 4.67 -3.28 0.242
H -0.98 4.57 -1.01 0.206
S -3.56 1.39 -2.46 -0.177
C -2.54 0.99 -1.33 0.158
N -1.80 0.80 -0.43 -0.666
```

Values from the calculation:
Net charge: 0
Multiplicity: 5
<S²>: 6.03
LUMO level (spin up / spin down) in eV: -0.27 / -2.20
HOMO-LUMO gap (spin up / spin down) in Eh: 0.24069 / 0.18254

***

[2]
Computed, not measured: a molecular structure, C14H11BrNO7Ru, with ωB97M-V with the def2-TZVPD basis set.

XYZ file:
```
35
Properties=species:S:1:pos:R:3:nbo_charge:R:1
Ru 0.19 0.20 -0.08 1.320
O -0.33 -2.71 2.53 -0.554
C -0.58 -1.76 1.84 0.778
O 0.09 -1.54 0.70 -0.638
C -1.72 -0.80 2.18 -0.351
C -2.54 -0.44 0.95 0.084
C -3.88 0.19 1.34 -0.427
C -3.44 1.59 1.83 -0.430
C -1.93 1.53 1.65 0.100
O -1.81 0.72 0.44 -0.511
C -1.28 0.62 2.70 -0.361
C 0.23 0.85 2.78 0.784
O 0.79 0.93 3.84 -0.580
O 0.85 0.99 1.62 -0.725
H -2.32 -1.31 2.93 0.254
H -2.58 -1.19 0.17 0.237
H -4.38 -0.40 2.10 0.224
H -4.53 0.26 0.47 0.229
H -3.71 1.79 2.87 0.225
H -3.87 2.38 1.22 0.227
H -1.42 2.47 1.49 0.229
H -1.68 0.80 3.70 0.251
Br 3.21 -0.96 1.61 0.177
C 3.15 -0.75 -0.25 0.163
C 4.30 -1.06 -0.97 -0.250
C 4.27 -0.95 -2.35 -0.134
C 3.10 -0.55 -2.98 -0.204
C 2.01 -0.27 -2.19 0.096
N 2.03 -0.33 -0.84 -0.438
C 0.68 0.09 -2.83 0.745
O 0.59 0.21 -4.02 -0.562
O -0.31 0.25 -1.98 -0.694
H 5.18 -1.38 -0.44 0.246
H 5.16 -1.18 -2.93 0.232
H 3.00 -0.47 -4.05 0.260
```

Values from the calculation:
Net charge: 0
Multiplicity: 2
<S²>: 0.75
LUMO level (spin up / spin down) in eV: -0.94 / -1.08
HOMO-LUMO gap (spin up / spin down) in Eh: 0.31025 / 0.30236

***

Which relative energy (zero: lowest compared OMol25 entry of this formula, charge and spin) belongs to each record? In order, 0.2571; 0.0000 eV.